(1)
Entry from OMol25: a 6-piece molecular cluster, C30H72N4O6 overall at a distorted geometry (ωB97M-V with the def2-TZVPD basis set).

Atoms and positions in Å:
C -3.108 -0.474 19.239
O -3.144 0.388 20.333
H -2.991 0.082 18.302
H -2.309 -1.243 19.294
H -3.982 -1.151 19.152
C 0.007 -3.113 21.283
C -0.236 -1.631 21.033
C 0.961 -1.070 20.270
N 1.052 0.414 20.112
C 2.374 0.806 19.519
C 2.496 0.548 18.034
C 1.355 1.139 17.204
C 0.041 0.586 17.786
C -0.108 0.935 19.248
C 0.912 1.120 21.415
H 0.082 -3.635 20.332
H -0.756 -3.562 21.917
H 0.931 -3.225 21.859
H -0.361 -1.034 21.939
H -1.166 -1.491 20.489
H 0.973 -1.553 19.298
H 1.866 -1.294 20.839
H 3.183 0.343 20.089
H 2.533 1.865 19.740
H 2.605 -0.522 17.847
H 3.421 1.024 17.699
H 1.413 0.706 16.207
H 1.426 2.226 17.171
H 0.140 -0.496 17.688
H -0.795 0.936 17.186
H -0.989 0.450 19.662
H -0.157 2.015 19.381
H 1.703 0.735 22.056
H -0.094 0.985 21.808
H 1.019 2.189 21.251
C -2.839 3.893 19.519
C -2.483 3.837 21.012
C -3.597 3.382 21.928
N -3.535 3.965 23.325
C -2.205 3.599 23.917
C -1.752 4.454 25.103
C -1.948 5.945 24.834
C -3.416 6.153 24.556
C -3.790 5.458 23.259
C -4.655 3.375 24.104
H -3.138 2.913 19.141
H -1.937 4.165 18.970
H -3.590 4.650 19.295
H -2.204 4.874 21.218
H -1.590 3.217 21.067
H -3.633 2.295 22.052
H -4.577 3.634 21.513
H -1.421 3.712 23.167
H -2.248 2.516 24.060
H -0.721 4.205 25.355
H -2.330 4.116 25.971
H -1.318 6.383 24.060
H -1.646 6.386 25.787
H -3.703 7.203 24.499
H -4.012 5.760 25.384
H -3.167 5.863 22.465
H -4.823 5.607 22.950
H -5.551 3.561 23.516
H -4.727 3.880 25.059
H -4.502 2.303 24.201
C -7.148 -0.254 18.018
N -7.003 0.762 19.113
C -6.524 0.062 20.343
C -5.939 1.750 18.744
C -8.253 1.465 19.532
C -8.854 2.458 18.543
O -8.944 1.953 17.232
H -7.906 -0.990 18.267
H -6.157 -0.696 17.930
H -7.355 0.327 17.129
H -7.322 -0.593 20.682
H -6.408 0.821 21.124
H -5.516 -0.339 20.240
H -6.151 2.234 17.795
H -4.960 1.283 18.810
H -6.023 2.518 19.520
H -8.068 1.924 20.502
H -9.007 0.691 19.705
H -8.271 3.379 18.506
H -9.853 2.751 18.880
H -9.659 1.310 17.170
C -1.639 -0.415 25.446
N -2.430 -1.680 25.390
C -1.585 -2.864 25.002
C -2.941 -1.969 26.782
C -3.618 -1.620 24.473
C -3.392 -1.311 23.019
O -2.688 -0.123 22.814
H -0.868 -0.486 26.207
H -2.360 0.372 25.652
H -1.208 -0.278 24.459
H -2.219 -3.743 25.013
H -0.693 -2.886 25.619
H -1.283 -2.668 23.972
H -3.378 -1.099 27.260
H -2.050 -2.163 27.385
H -3.486 -2.903 26.709
H -4.285 -0.891 24.946
H -4.151 -2.568 24.556
H -4.353 -1.441 22.500
H -2.882 -2.161 22.523
H -2.847 0.075 21.817
O -2.797 -0.759 16.286
C -3.684 -0.199 15.332
O -3.397 -0.390 14.167
O -4.684 0.395 15.838
H -3.205 -0.516 17.122

Its total charge is +2. As for the frontier orbital gap: 5.159 eV. For the maximum force, the calculation gives 1.58 eV Å⁻¹. The relative energy (zero: lowest compared OMol25 entry of this formula, charge and spin) comes out at 0.7181 eV.

=====

(2)
Entry from OMol25: a 3-piece molecular cluster, C30H72N6O2PS2 overall (ωB97M-V with the def2-TZVPD basis set).

Atoms and positions in Å:
C 4.871 -3.783 -1.391
C 4.267 -2.486 -1.927
C 5.302 -1.612 -2.665
C 4.794 -1.105 -4.021
C 3.654 -0.052 -3.974
C 3.559 0.814 -2.713
C 2.775 2.107 -2.944
C 1.319 1.873 -3.397
C 0.292 2.692 -2.613
C 0.099 2.234 -1.154
C -1.379 2.135 -0.723
C -1.577 2.324 0.779
C -3.060 2.334 1.234
C -3.498 1.013 1.891
C -3.563 -0.195 0.931
C -4.565 -1.270 1.393
C -4.738 -2.468 0.439
C -3.436 -3.243 0.161
C -3.100 -3.484 -1.316
C -3.315 -2.235 -2.141
N -2.615 -2.341 -3.459
C -3.250 -2.048 -4.619
N -3.506 -0.768 -4.928
P -3.205 0.631 -3.938
S -4.610 1.124 -2.747
N -3.532 -2.994 -5.533
S -3.517 -4.643 -4.988
C -4.592 -2.720 -6.530
N -5.861 -2.648 -5.842
H 4.118 -4.411 -0.907
H 5.329 -4.367 -2.196
H 5.653 -3.566 -0.656
H 3.447 -2.737 -2.612
H 3.845 -1.945 -1.075
H 5.619 -0.781 -2.028
H 6.208 -2.204 -2.840
H 5.625 -0.719 -4.619
H 4.415 -1.989 -4.548
H 2.702 -0.571 -4.138
H 3.772 0.635 -4.821
H 3.067 0.258 -1.903
H 4.567 1.075 -2.378
H 3.306 2.699 -3.697
H 2.765 2.692 -2.016
H 1.080 0.807 -3.269
H 1.216 2.099 -4.464
H -0.669 2.650 -3.130
H 0.608 3.741 -2.611
H 0.610 2.930 -0.481
H 0.566 1.246 -1.033
H -1.971 2.895 -1.248
H -1.771 1.153 -1.028
H -1.097 3.274 1.039
H -1.057 1.524 1.314
H -3.236 3.151 1.940
H -3.686 2.511 0.348
H -4.466 1.140 2.385
H -2.744 0.773 2.652
H -2.558 -0.631 0.855
H -3.815 0.144 -0.085
H -5.542 -0.789 1.520
H -4.265 -1.655 2.376
H -5.452 -3.159 0.897
H -5.211 -2.116 -0.483
H -3.493 -4.223 0.642
H -2.589 -2.740 0.637
H -3.676 -4.324 -1.726
H -2.039 -3.760 -1.380
H -2.895 -1.377 -1.608
H -4.370 -2.042 -2.325
H -2.115 -3.220 -3.543
H -3.934 -0.573 -5.823
H -1.944 0.290 -3.446
H -2.966 1.497 -5.009
H -4.723 -4.573 -4.400
H -4.310 -1.850 -7.140
H -4.593 -3.584 -7.193
H -5.933 -1.812 -5.269
H -6.627 -2.602 -6.504
C 4.024 -0.354 1.959
C 2.542 -0.496 1.634
C 1.605 -0.092 2.776
O 1.497 -1.047 3.814
C 2.527 -1.005 4.787
N 2.290 -1.857 1.150
H 4.366 -1.158 2.611
H 4.614 -0.405 1.043
H 4.233 0.598 2.450
H 2.320 0.188 0.805
H 0.596 0.000 2.367
H 1.880 0.888 3.188
H 2.858 0.022 4.966
H 3.383 -1.615 4.490
H 2.119 -1.411 5.712
H 1.332 -1.925 0.817
H 2.331 -2.490 1.944
C 2.988 3.969 6.120
C 1.510 3.826 5.775
C 0.564 4.272 6.895
O 0.453 3.359 7.967
C 1.447 3.459 8.968
N 1.254 2.450 5.339
H 3.312 3.185 6.806
H 3.592 3.881 5.217
H 3.199 4.935 6.581
H 1.303 4.481 4.922
H -0.444 4.355 6.479
H 0.850 5.264 7.270
H 1.748 4.501 9.121
H 2.336 2.869 8.732
H 1.014 3.079 9.892
H 0.298 2.374 5.004
H 1.279 1.855 6.163

Its total charge is +1. As for the frontier orbital gap: 7.176 eV. For the maximum force, the calculation gives 0.78 eV Å⁻¹.